[1]
Below is a cluster of 2 separate species, C6H12O in total at a distorted geometry, with properties calculated with the ωB97M-V functional and the def2-TZVPD basis.

Each atom is followed by the atoms it is bonded to, with distances in Å.
Cartesian coordinates (Å):
1 C 1.714 -0.426 -0.707  C2 1.516, H7 1.076, H8 1.099, H9 1.096
2 C 0.457 0.375 -0.430  C1 1.516, C3 1.357, C6 1.551
3 C -0.146 0.533 0.775  C2 1.357, C4 1.459, H10 1.075
4 C 0.562 0.315 2.031  C3 1.459, C5 1.334, H11 1.099
5 C 0.234 -0.089 3.259  C4 1.334, H12 1.102, H13 1.078
6 C -0.108 1.338 -1.507  C2 1.551, H14 1.104, H15 1.085, H16 1.096
7 H 1.435 -1.426 -0.989  C1 1.076
8 H 2.379 -0.261 0.152  C1 1.099
9 H 2.258 0.141 -1.472  C1 1.096
10 H -0.953 1.244 0.773  C3 1.075
11 H 1.649 0.203 1.908  C4 1.099
12 H -0.741 -0.584 3.392  C5 1.102
13 H 0.880 -0.218 4.113  C5 1.078
14 H 0.662 1.249 -2.293  C6 1.104
15 H -0.299 2.355 -1.180  C6 1.085
16 H -1.033 0.935 -1.934  C6 1.096
17 H -2.446 -2.407 -2.236  O19 0.947
18 H -3.200 -1.206 -1.638  O19 0.949
19 O -3.303 -2.071 -2.016  H17 0.947, H18 0.949

Results
Total charge = 0
Lowest unoccupied orbital energy = 0.658 eV
E = -310.96087 hartree
HOMO-LUMO gap = 9.099 eV
SMILES string = C=CC=C(C)C.O
Energy above the lowest of the compared OMol25 structures with the same formula, charge and spin = 2.6778 eV
Molecular weight = 100.161 g/mol


[2]
Below is an isolated molecule of C6H12O at a distorted geometry, with properties calculated with the ωB97M-V functional and the def2-TZVPD basis.

Each atom is followed by the atoms it is bonded to, with distances in Å.
Cartesian coordinates (Å):
1 C 2.407 -0.069 -0.040  C2 1.517, H8 1.095, H9 1.095, H10 1.095
2 C 0.951 -0.297 0.315  C1 1.517, O3 1.426, C4 1.510, H11 1.100
3 O 0.895 -0.686 1.686  C2 1.426, H12 0.967
4 C 0.045 0.890 0.090  C2 1.510, C5 1.502, C6 1.532, H13 1.099
5 C -0.703 1.046 -1.203  C4 1.502, C6 1.516, H14 1.087, H15 1.094
6 C -1.445 0.538 0.017  C4 1.532, C5 1.516, C7 1.569, H16 1.067
7 C -1.898 -0.964 0.054  C6 1.569, H17 1.089, H18 1.111, H19 1.093
8 H 2.520 0.151 -1.107  C1 1.095
9 H 2.982 -0.971 0.193  C1 1.095
10 H 2.823 0.759 0.544  C1 1.095
11 H 0.566 -1.117 -0.310  C2 1.100
12 H 0.122 -0.254 2.073  O3 0.967
13 H 0.438 1.814 0.535  C4 1.099
14 H -0.567 0.261 -1.943  C5 1.087
15 H -0.753 2.042 -1.653  C5 1.094
16 H -2.304 0.887 0.545  C6 1.067
17 H -1.840 -1.388 -0.947  C7 1.089
18 H -2.948 -1.111 0.384  C7 1.111
19 H -1.290 -1.533 0.763  C7 1.093

Results
Total charge = 0
Lowest unoccupied orbital energy = 1.080 eV
E = -310.99588 hartree
HOMO-LUMO gap = 11.201 eV
SMILES string = C[C@@H]1C[C@@H]1[C@@H](C)O
Energy above the lowest of the compared OMol25 structures with the same formula, charge and spin = 1.7249 eV
Molecular weight = 100.161 g/mol